No. 1
Below is C31H45ClF5PPdS as an isolated structure at a distorted geometry, with properties calculated with wB97M-V/def2-TZVPD.

Last column: Löwdin charge in e.
Geometry (Å):
Pd1 0.13475 1.01980 0.63649  0.4125
Cl1 1.85739 2.15493 -0.56721  0.0081
P1 0.11868 -0.52218 -1.03489  0.9868
C1 2.54864 2.81362 2.48020  -0.0592
H1 2.76480 1.76348 2.67093  0.0473
H2 3.39436 3.49067 2.33698  0.0669
C2 -1.40813 -1.58346 -0.83718  -0.4149
C3 1.62180 -1.60890 -1.07086  -0.4245
C4 -1.28204 -2.55729 0.34521  -0.2295
H3 -2.17866 -0.83208 -0.57560  0.1005
C5 -2.64827 -3.17268 0.67342  -0.1921
H4 -0.57615 -3.36131 0.09030  0.0985
H5 -0.88667 -2.04636 1.23688  0.0487
C6 -3.32691 -3.80988 -0.54745  -0.1963
H6 -2.51993 -3.92248 1.46203  0.1120
H7 -3.29711 -2.38914 1.08879  0.1111
C7 -3.27377 -2.93212 -1.80422  -0.1938
H8 -2.84528 -4.77439 -0.76313  0.1134
H9 -4.37222 -4.03275 -0.30480  0.1080
C8 -1.88761 -2.34109 -2.08071  -0.2061
H10 -3.59273 -3.50767 -2.67908  0.1103
H11 -3.98505 -2.10314 -1.69055  0.1156
H12 -1.18009 -3.15037 -2.31827  0.1089
H13 -1.93222 -1.68771 -2.96209  0.0839
C9 0.07859 0.32135 -2.70075  -0.4495
C10 1.44041 -2.97358 -1.74817  -0.2138
H14 2.33172 -0.99852 -1.66099  0.1191
C11 2.80778 -3.64399 -1.91052  -0.1942
H15 0.80116 -3.61422 -1.12600  0.0975
H16 0.94889 -2.88894 -2.72817  0.0917
C12 3.56836 -3.77930 -0.58425  -0.1992
H17 2.66413 -4.63272 -2.36525  0.1110
H18 3.40449 -3.04776 -2.61541  0.1154
C13 3.58160 -2.49635 0.25711  -0.1905
H19 3.11479 -4.58774 0.00442  0.1114
H20 4.60077 -4.08293 -0.79379  0.1075
C14 2.21935 -1.79392 0.32810  -0.2280
H21 3.91814 -2.72410 1.27524  0.1110
H22 4.31152 -1.79581 -0.16839  0.1169
H23 1.53589 -2.39718 0.94499  0.1090
H24 2.33059 -0.81750 0.81914  0.0764
C15 -1.26159 1.03175 -2.91045  -0.2110
H25 0.85616 1.09264 -2.56015  0.0329
C16 -1.26225 1.85840 -4.20401  -0.1914
H26 -2.07281 0.28571 -2.94642  0.1016
H27 -1.48021 1.68964 -2.05743  0.1023
C17 -0.79533 1.06079 -5.42614  -0.2021
H28 -2.27423 2.23909 -4.37531  0.1086
H29 -0.61072 2.73177 -4.07135  0.1182
C18 0.51062 0.30100 -5.17636  -0.1942
H30 -1.57896 0.34788 -5.71677  0.1125
H31 -0.66844 1.74271 -6.27474  0.1078
C19 0.47455 -0.54415 -3.90088  -0.2068
H32 0.72960 -0.35732 -6.02316  0.1098
H33 1.34196 1.01322 -5.09415  0.1193
H34 -0.24941 -1.36607 -4.01935  0.1002
H35 1.46069 -1.00323 -3.74821  0.1035
C20 -1.65323 1.44033 1.42252  -0.6584
C21 1.29273 3.27764 2.37096  -0.2759
H36 -2.37787 1.03009 0.70745  0.0510
C22 0.99307 4.69503 1.96393  -0.2166
H37 0.41024 2.65198 2.56560  0.0550
C23 -0.51740 4.97367 1.92999  -0.2047
H38 1.49818 5.38315 2.66255  0.1164
H39 1.42044 4.88118 0.96359  0.1098
C24 -1.27650 3.94813 1.07196  -0.2131
H40 -0.90686 4.98909 2.95761  0.1100
H41 -0.69862 5.97616 1.50829  0.1071
C25 -1.99927 2.84523 1.86497  -0.2582
H42 -2.06054 4.48709 0.52108  0.1064
H43 -0.58592 3.50525 0.33129  0.0654
H44 -1.86057 2.90904 2.95181  0.0783
H45 -3.08799 2.93272 1.67674  0.1176
F1 1.67137 1.81967 7.46343  0.1251
C26 1.00452 1.48159 6.34233  -0.1033
C27 1.58820 0.61831 5.41075  -0.1199
F2 2.81493 0.09619 5.64230  0.1146
C28 0.89219 0.27981 4.25888  -0.2194
F3 1.43393 -0.65233 3.43048  0.0670
C29 -0.38203 0.79366 3.97570  -0.3532
S1 -1.27584 0.15680 2.56016  0.9936
C30 -0.95567 1.62217 4.95623  -0.1868
F4 -2.26264 2.00267 4.84666  0.0730
C31 -0.27464 1.98653 6.11190  -0.1146
F5 -0.86965 2.79103 7.02319  0.1144

Computed properties:
Largest force on an atom in eV/Å: 8.8
Expectation value of S²: 6.01
Multiplicity: 5
HOMO-LUMO gap (alpha / beta) in hartree: 0.1835 / 0.2704
LUMO level (alpha / beta) in eV: 0.17 / -1.59
HOMO level (alpha / beta) in Ha: -0.1772 / -0.3287


No. 2
Below is C31H45ClF5PSY as an isolated structure at a distorted geometry, with properties calculated with wB97M-V/def2-TZVPD.

Last column: Löwdin charge in e.
Geometry (Å):
Y1 -0.20685 0.75729 1.34877  0.6266
Cl1 -2.50568 0.79808 0.21738  -0.0949
P1 0.08019 0.41616 -2.25871  1.0861
C1 -0.68677 2.14698 2.78773  -0.3789
H1 0.02845 2.20317 3.65014  -0.1086
H2 -1.63743 1.78477 3.29126  -0.0925
C2 1.46733 -0.51645 -3.13825  -0.4442
C3 0.08696 2.19761 -2.87898  -0.4391
C4 2.83604 0.05520 -2.73623  -0.2240
H3 1.36919 -1.51888 -2.67728  0.1061
C5 3.97778 -0.85456 -3.21565  -0.1982
H4 2.96619 1.05628 -3.17644  0.1008
H5 2.89840 0.18447 -1.64526  0.0485
C6 3.89225 -1.18617 -4.71039  -0.2098
H6 4.93733 -0.37316 -2.99451  0.1075
H7 3.94371 -1.78791 -2.63728  0.1123
C7 2.49344 -1.63528 -5.15121  -0.2021
H8 4.18702 -0.30257 -5.29266  0.1092
H9 4.61517 -1.97471 -4.94955  0.1011
C8 1.37801 -0.70724 -4.65492  -0.2185
H10 2.44711 -1.69712 -6.24563  0.1046
H11 2.30057 -2.64492 -4.76297  0.1109
H12 1.46864 0.26242 -5.16183  0.0945
H13 0.40769 -1.12763 -4.94644  0.0804
C9 -1.50977 -0.27171 -3.00129  -0.4693
C10 0.67906 2.45590 -4.26509  -0.2238
H14 -0.99110 2.44168 -2.91586  0.1123
C11 0.53065 3.93360 -4.64734  -0.2019
H15 1.74419 2.18374 -4.27482  0.0971
H16 0.18021 1.84385 -5.03048  0.0896
C12 1.13553 4.88182 -3.60513  -0.2103
H17 1.00122 4.10060 -5.62391  0.1042
H18 -0.53933 4.15617 -4.76132  0.1122
C13 0.66862 4.58141 -2.17775  -0.1936
H19 2.23032 4.80985 -3.64804  0.1097
H20 0.87486 5.91476 -3.86112  0.1015
C14 0.74039 3.09179 -1.81149  -0.2381
H21 1.26506 5.15651 -1.46012  0.1116
H22 -0.37168 4.91535 -2.06679  0.1151
H23 1.79090 2.79425 -1.66574  0.0873
H24 0.23750 2.94687 -0.84103  0.0822
C15 -1.52172 -1.80613 -2.94409  -0.2183
H25 -2.23845 0.10301 -2.25717  0.0290
C16 -2.89637 -2.36318 -3.33738  -0.2003
H26 -0.76094 -2.20835 -3.63040  0.0987
H27 -1.25628 -2.15104 -1.93333  0.1009
C17 -3.40132 -1.82084 -4.68046  -0.2085
H28 -2.84470 -3.45724 -3.37455  0.1034
H29 -3.61499 -2.09872 -2.54985  0.1151
C18 -3.28472 -0.29649 -4.79961  -0.1999
H30 -2.83677 -2.29185 -5.49661  0.1078
H31 -4.44912 -2.11188 -4.81857  0.1019
C19 -1.91065 0.24245 -4.38605  -0.2155
H32 -3.49419 0.01483 -5.83014  0.1043
H33 -4.04312 0.17483 -4.15973  0.1159
H34 -1.16557 -0.07304 -5.13137  0.0928
H35 -1.93618 1.34004 -4.41125  0.0988
C20 0.50718 -1.85945 1.59733  -0.1491
C21 -0.02401 -1.11066 2.52292  -0.2953
H36 1.34446 -1.56355 0.91619  0.1069
C22 -1.53739 -1.14198 2.84897  -0.2226
H37 0.41467 -0.16370 3.10072  0.1069
C23 -1.78044 -2.62064 3.19745  -0.1987
H38 -1.85820 -0.47226 3.67023  0.1084
H39 -2.22239 -0.81753 2.01610  0.0335
C24 -1.42656 -3.49985 1.99380  -0.1957
H40 -1.10118 -2.86827 4.02507  0.1148
H41 -2.78782 -2.81793 3.57566  0.1070
C25 -0.07479 -3.22409 1.33544  -0.1727
H42 -1.48718 -4.54748 2.29462  0.1023
H43 -2.19604 -3.35596 1.23142  0.1097
H44 0.68930 -3.97802 1.66800  0.1287
H45 -0.12039 -3.39553 0.25949  0.0975
F1 3.37503 0.19235 6.57006  0.0820
C26 3.24091 0.46841 5.24707  -0.1389
C27 2.95790 1.75887 4.84192  -0.1377
F2 2.85103 2.75945 5.74970  0.0926
C28 2.77435 2.04056 3.48286  -0.2400
F3 2.57172 3.32035 3.08929  0.0629
C29 2.83551 1.00366 2.51116  -0.6201
S1 2.51764 1.32367 0.85169  0.5880
C30 3.17595 -0.28963 2.96800  -0.2459
F4 3.29175 -1.31165 2.07736  0.0362
C31 3.39461 -0.56309 4.32275  -0.1423
F5 3.73038 -1.80744 4.72036  0.0919

Computed properties:
Largest force on an atom in eV/Å: 4.4
Charge: -1
Multiplicity: 1
HOMO-LUMO gap (alpha / beta) in hartree: 0.1907 / 0.1907
LUMO level (alpha / beta) in eV: 2.43 / 2.43
HOMO level (alpha / beta) in Ha: -0.1014 / -0.1014


The calculation returns the following relative energy (zero: lowest compared OMol25 entry of this formula, charge and spin) values, one per record and in order: 0.00; 10.86 kcal per mole.